[1]
{"formula": "H4O2", "method": "ωB97M-V with the def2-TZVPD basis set", "elements": ["O", "H", "H", "O", "H", "H"], "coordinates": [[-1.58393, -0.08839, -0.03934], [-1.71039, 0.82442, 0.25646], [-0.58674, -0.09114, -0.06139], [1.49331, -0.08852, -0.06791], [1.24144, -0.14793, 0.86220], [1.78061, 0.82989, -0.19929]], "atomic_forces_ev_per_a": [[1.7, 0.7, 0.3], [-0.5, -0.2, -0.1], [-1.2, -0.5, -0.4], [-0.2, 0.4, 0.1], [0.3, 0.0, 0.0], [-0.1, -0.4, 0.1]], "lowdin_charge": [-0.0857, 0.0290, 0.0081, -0.0549, 0.0460, 0.0575], "homo_lumo_gap_ev": 11.821, "homo_ev": -11.26, "lumo_ev": 0.56, "smiles": "O.O", "max_force_ev_per_a": 1.87}

[2]
{"formula": "H4O2", "method": "ωB97M-V with the def2-TZVPD basis set", "elements": ["O", "H", "H", "O", "H", "H"], "coordinates": [[0.51511, 0.06440, -0.80762], [0.19091, -0.67167, -1.32660], [0.21137, 0.84128, -1.27712], [-0.14088, -0.18286, 1.47530], [-1.07441, -0.11414, 1.27516], [0.29790, 0.06298, 0.66088]], "atomic_forces_ev_per_a": [[0.6, 0.3, -1.8], [0.0, -0.4, 0.0], [0.0, 0.3, -0.2], [-0.5, -0.2, 2.0], [-0.2, 0.0, 0.1], [0.0, -0.1, 0.0]], "lowdin_charge": [-0.0079, 0.0791, 0.0768, -0.0860, 0.0178, -0.0797], "homo_lumo_gap_ev": 10.918, "homo_ev": -10.41, "lumo_ev": 0.50, "smiles": "O.O", "max_force_ev_per_a": 2.04}

[3]
{"formula": "H4O2", "method": "ωB97M-V with the def2-TZVPD basis set", "elements": ["O", "H", "H", "O", "H", "H"], "coordinates": [[-0.71982, -0.71104, 0.97095], [-0.53154, -0.41752, 1.87934], [0.03650, -1.04443, 0.47860], [0.30390, 1.09121, -1.08043], [-0.11658, 0.33165, -0.59922], [1.02754, 0.75014, -1.64924]], "atomic_forces_ev_per_a": [[-0.8, 0.1, -0.1], [0.6, -0.3, -0.8], [0.3, -0.1, 1.0], [0.3, -1.0, 0.0], [0.5, 1.2, -0.7], [-0.9, 0.1, 0.6]], "lowdin_charge": [-0.0574, 0.0672, 0.0363, -0.0917, 0.0009, 0.0447], "homo_lumo_gap_ev": 11.931, "homo_ev": -11.24, "lumo_ev": 0.69, "smiles": "O.O", "max_force_ev_per_a": 1.53}

[4]
{"formula": "H4O2", "method": "ωB97M-V with the def2-TZVPD basis set", "elements": ["O", "H", "H", "O", "H", "H"], "coordinates": [[-0.16945, -1.77429, -0.75606], [0.01137, -0.98997, -1.27412], [0.29436, -1.62939, 0.06863], [0.20660, 1.47759, 0.35575], [0.40285, 1.52537, 1.29138], [-0.74575, 1.39069, 0.31442]], "atomic_forces_ev_per_a": [[-0.9, -0.5, 0.0], [0.3, 0.9, -1.1], [0.8, -0.2, 1.2], [0.3, -0.7, -0.8], [0.4, 0.2, 0.9], [-0.9, 0.3, -0.1]], "lowdin_charge": [0.3751, 0.1212, 0.1243, 0.1865, 0.1022, 0.0906], "s2": 0.76, "homo_lumo_gap_ev": [15.279, 4.510], "homo_ev": [-20.00, -17.14], "lumo_ev": [-4.72, -12.63], "charge": 1, "spin_multiplicity": 2, "max_force_ev_per_a": 1.48}

[5]
{"formula": "H4O2", "method": "ωB97M-V with the def2-TZVPD basis set", "elements": ["O", "H", "H", "O", "H", "H"], "coordinates": [[-0.31919, -0.91973, 0.55402], [0.36900, -1.39632, 0.08982], [-0.64591, -1.54222, 1.20362], [0.41008, 1.21964, -0.93748], [-0.06125, 0.58004, -0.40363], [0.24727, 2.05861, -0.50637]], "atomic_forces_ev_per_a": [[0.3, 1.0, -0.9], [0.4, -0.6, -0.2], [-0.4, -0.1, 0.6], [1.2, 0.0, -1.5], [-1.4, -2.2, 1.5], [-0.1, 1.8, 0.5]], "lowdin_charge": [0.0696, 0.0883, 0.1054, 0.4974, 0.0709, 0.1685], "s2": 0.75, "homo_lumo_gap_ev": [14.316, 5.522], "homo_ev": [-18.85, -17.86], "lumo_ev": [-4.53, -12.34], "charge": 1, "spin_multiplicity": 2, "max_force_ev_per_a": 2.96}

[6]
{"formula": "H4O2P2", "method": "ωB97M-V with the def2-TZVPD basis set", "elements": ["O", "O", "P", "P", "H", "H", "H", "H"], "coordinates": [[1.92823, 0.36977, -0.69737], [0.03546, -1.03166, -0.65806], [-2.47790, 0.06464, -0.21195], [0.94258, -0.32724, 0.28706], [2.40114, 1.21625, -0.56968], [-2.06928, -0.25357, 1.02496], [-2.51090, 1.37778, 0.11251], [1.75067, -1.41597, 0.71252]], "atomic_forces_ev_per_a": [[2.3, 2.4, -1.0], [-1.1, -0.5, 0.3], [-0.9, -1.0, -2.0], [-0.5, -1.4, -0.4], [-0.6, -0.7, 0.2], [0.6, -0.5, 1.7], [0.0, 1.6, 0.3], [0.2, 0.1, 0.7]], "lowdin_charge": [-0.2715, -0.4995, 0.6336, 0.6063, 0.0869, -0.2819, -0.2766, 0.0028], "s2": 2.01, "homo_lumo_gap_ev": [8.548, 7.817], "homo_ev": [-8.08, -9.93], "lumo_ev": [0.47, -2.12], "spin_multiplicity": 3, "max_force_ev_per_a": 3.46}

[7]
{"formula": "H4O2Rb", "method": "ωB97M-V with the def2-TZVPD basis set", "elements": ["Rb", "O", "H", "H", "O", "H", "H"], "coordinates": [[-0.31845, 1.05516, 0.53271], [-0.42936, -0.78560, 1.63601], [-1.31492, -1.12962, 1.51914], [0.12360, -1.56404, 1.70309], [0.40299, 0.67786, -1.52061], [1.35672, 0.74632, -1.47651], [0.17940, 0.99990, -2.39384]], "atomic_forces_ev_per_a": [[-1.3, 5.9, 1.5], [-0.1, -4.2, 2.3], [-0.5, -0.5, 0.3], [0.2, -0.5, 0.4], [1.1, -0.5, -3.4], [0.6, -0.1, -0.3], [0.0, -0.1, -0.6]], "lowdin_charge": [1.4328, -0.3512, 0.0514, 0.0725, -0.3243, 0.0486, 0.0703], "homo_lumo_gap_ev": 12.975, "homo_ev": -16.79, "lumo_ev": -3.82, "charge": 1, "max_force_ev_per_a": 6.25}

[8]
{"formula": "H4O2Sn", "method": "ωB97M-V with the def2-TZVPD basis set", "elements": ["Sn", "O", "H", "H", "O", "H", "H"], "coordinates": [[-0.81483, -0.17917, -0.76703], [-1.24187, -0.80220, 1.30256], [-1.37592, -1.74468, 1.20262], [-0.45480, -0.72763, 1.84219], [0.92446, 1.03555, -1.15770], [1.37434, 1.72186, -0.66493], [1.58862, 0.69630, -1.75772]], "atomic_forces_ev_per_a": [[-1.2, -0.1, -1.2], [0.4, 0.7, -0.7], [-0.6, -1.2, 0.5], [0.5, 0.1, 1.3], [-0.1, -0.1, 0.4], [0.3, 0.9, 0.6], [0.7, -0.3, -0.9]], "lowdin_charge": [1.8232, -0.1172, 0.0913, 0.1072, -0.1422, 0.1262, 0.1115], "homo_lumo_gap_ev": 10.629, "homo_ev": -22.40, "lumo_ev": -11.77, "charge": 2, "max_force_ev_per_a": 1.66}

[9]
{"formula": "H4O3P2", "method": "ωB97M-V with the def2-TZVPD basis set", "elements": ["O", "P", "H", "H", "H", "O", "P", "O", "H"], "coordinates": [[0.18550, -1.72371, -1.65121], [1.21544, -1.08799, -0.76609], [2.51792, -1.43918, -1.05247], [1.04468, -1.43976, 0.52398], [1.75762, 0.17323, -0.61827], [-0.31421, 0.73714, 0.47420], [-0.94356, 1.60842, 1.45083], [-2.47718, 1.66973, 1.26304], [-2.98621, 1.50211, 0.37599]], "atomic_forces_ev_per_a": [[0.5, 1.3, 0.2], [0.2, -1.2, -1.2], [0.6, -1.2, -0.2], [0.0, -0.2, 1.3], [-1.1, 1.2, -0.4], [0.4, -0.4, -0.7], [1.1, 0.2, 1.0], [-3.4, 0.3, -2.3], [1.6, 0.1, 2.3]], "lowdin_charge": [-0.4896, 0.6137, -0.0539, -0.0397, -0.0486, -0.5279, 0.7270, -0.3236, 0.1425], "homo_lumo_gap_ev": 9.730, "homo_ev": -9.99, "lumo_ev": -0.26, "smiles": "O=[PH3].O=PO", "max_force_ev_per_a": 4.14}

[10]
{"formula": "H4O5PS", "method": "ωB97M-V with the def2-TZVPD basis set", "elements": ["O", "O", "O", "O", "O", "P", "S", "H", "H", "H", "H"], "coordinates": [[-1.50195, 1.20571, -0.48900], [-1.53992, -1.06357, 0.37012], [0.98288, -0.80354, -0.68521], [1.08419, 1.64883, -0.09051], [3.09172, 0.25335, -0.27005], [1.66821, 0.14896, 0.40123], [-2.31366, 0.16538, 0.15160], [0.05892, -0.81264, -0.32073], [0.13192, 1.61099, -0.08862], [2.68373, 0.66628, -1.03076], [-2.67498, 1.09583, 1.69091]], "atomic_forces_ev_per_a": [[0.6, 0.7, -0.4], [0.7, -0.4, 0.7], [-0.7, -0.1, 0.0], [2.4, -0.8, 0.4], [1.1, 0.3, -0.3], [-1.6, 0.6, 2.6], [-2.4, 1.3, 1.1], [-0.3, -0.8, -0.6], [-1.6, 0.0, -0.3], [1.1, 0.7, -1.9], [0.7, -1.4, -1.3]], "lowdin_charge": [-0.6292, -0.5957, -0.2813, -0.2901, -0.2516, 0.6016, 0.5594, -0.0316, -0.0507, 0.0217, -0.0525], "homo_lumo_gap_ev": 7.890, "homo_ev": -4.09, "lumo_ev": 3.80, "charge": -1, "max_force_ev_per_a": 3.08}

[11]
{"formula": "H4OS2Si", "method": "ωB97M-V with the def2-TZVPD basis set", "elements": ["S", "O", "Si", "S", "H", "H", "H", "H"], "coordinates": [[2.07602, -0.47596, -0.07451], [1.01418, 0.57987, 0.47121], [-0.56539, 0.84600, -0.10200], [-1.73703, -0.91682, 0.32829], [1.81852, -1.53476, 0.76247], [-0.26964, 1.30907, -1.50519], [-1.24722, 1.94742, 0.60889], [-1.08944, -1.75483, -0.48916]], "atomic_forces_ev_per_a": [[0.8, -1.6, -0.4], [-1.9, 1.5, 0.9], [1.1, -0.4, -0.3], [0.1, 0.6, -0.2], [0.0, 0.5, -0.3], [-0.5, -0.5, 0.3], [0.2, -0.2, 0.2], [0.1, 0.0, -0.1]], "lowdin_charge": [0.6886, -0.8925, 0.2217, 0.3952, -0.1191, -0.0305, -0.0524, -0.2109], "homo_lumo_gap_ev": 9.468, "homo_ev": -9.01, "lumo_ev": 0.46, "smiles": "SO[SiH2]S", "max_force_ev_per_a": 2.57}

[12]
{"formula": "H4S2", "method": "ωB97M-V with the def2-TZVPD basis set", "elements": ["S", "H", "H", "S", "H", "H"], "coordinates": [[0.14799, -2.49364, 4.25893], [0.46213, -1.37629, 3.57734], [0.04871, -3.21753, 3.12852], [-5.84711, -1.70351, 0.71535], [-5.39108, -2.04296, 1.93540], [-7.07097, -1.41552, 1.19593]], "atomic_forces_ev_per_a": [[0.0, 0.1, -0.3], [0.0, -0.2, 0.1], [0.0, 0.1, 0.2], [-0.1, 0.0, 0.2], [-0.1, 0.0, -0.2], [0.2, 0.0, -0.1]], "lowdin_charge": [0.4500, -0.2247, -0.2253, 0.4500, -0.2248, -0.2252], "homo_lumo_gap_ev": 10.536, "homo_ev": -9.81, "lumo_ev": 0.73, "smiles": "S.S", "max_force_ev_per_a": 0.27}

Energy above the lowest of the compared OMol25 structures with the same formula, charge and spin for every record listed, in sequence, given in kJ/mol: 14.9, 42.4, 31.9, 129.7, 87.6, 45.2, 229.8, 24.8, 98.2, 118.2, 0.0, 4.6.